No. 1
{
  "formula": "ClNO2",
  "method": "ωB97M-V with the def2-TZVPD basis set",
  "charge": 0,
  "spin_multiplicity": 3,
  "homo_lumo_gap_ev": [9.229, 7.949],
  "homo_energy_ha": [-0.305, -0.438],
  "symbols": ["O", "N", "Cl", "O"],
  "xyz": [[-1.20528, -0.32323, -0.83359], [-0.03497, -0.31104, -0.81008], [0.26606, 0.75567, 2.05417], [0.97419, -0.12140, -0.41050]],
  "atomic_forces_ev_per_a": [[-1.9, 1.1, 2.3], [-5.5, -3.8, -8.1], [-0.1, 0.1, 0.3], [7.4, 2.6, 5.4]],
  "mulliken_charge": [-0.416, 0.876, -0.011, -0.449]
}


No. 2
{
  "formula": "ClNO7",
  "method": "ωB97M-V with the def2-TZVPD basis set",
  "charge": -2,
  "homo_lumo_gap_ev": 7.687,
  "e_above_lowest_kcal_mol": 9.8,
  "homo_energy_ha": -0.055,
  "symbols": ["O", "O", "Cl", "O", "O", "O", "O", "N", "O"],
  "xyz": [[0.81609, 3.27448, 2.37883], [1.43154, -3.39869, -3.06645], [-0.24939, 2.34686, 2.16708], [-0.22509, -2.39964, -3.55185], [-0.23260, 1.66649, 0.85612], [0.00065, -3.17261, -1.50082], [-0.57631, 1.48188, 3.28664], [0.40490, -2.99140, -2.62073], [-1.36981, 3.19264, 2.05118]],
  "atomic_forces_ev_per_a": [[2.6, -1.0, 0.5], [5.5, -2.8, 0.7], [-3.3, 0.3, -2.1], [-2.8, 1.3, 1.1], [1.8, -0.5, 1.9], [-0.8, -0.1, 2.0], [1.9, -0.8, -0.1], [-1.9, 1.5, -3.9], [-3.1, 2.1, 0.0]],
  "mulliken_charge": [-0.630, -0.656, 1.549, -0.685, -0.598, -0.657, -0.632, 0.997, -0.689]
}


No. 3
{
  "formula": "ClO4",
  "method": "ωB97M-V with the def2-TZVPD basis set",
  "charge": -1,
  "homo_lumo_gap_ev": 9.342,
  "e_above_lowest_kcal_mol": 19.4,
  "homo_energy_ha": -0.175,
  "symbols": ["O", "O", "Cl", "O", "O"],
  "xyz": [[-0.46783, -1.38218, -0.15422], [-1.19991, 0.66976, -0.15057], [0.07709, -0.06392, -0.03345], [0.67325, 0.09698, 1.28418], [0.91741, 0.67937, -0.94594]],
  "atomic_forces_ev_per_a": [[2.6, -2.5, -1.3], [0.3, 1.0, 0.7], [-4.5, 4.3, 2.0], [0.2, -0.6, -0.2], [1.4, -2.2, -1.2]],
  "mulliken_charge": [-0.584, -0.692, 1.495, -0.626, -0.592]
}


No. 4
{
  "formula": "ClO4Pb4",
  "method": "ωB97M-V with the def2-TZVPD basis set",
  "charge": 8,
  "spin_multiplicity": 2,
  "homo_lumo_gap_ev": [12.936, 6.896],
  "homo_energy_ha": [-1.525, -1.516],
  "symbols": ["O", "Pb", "O", "Pb", "O", "O", "Cl", "Pb", "Pb"],
  "xyz": [[0.33203, 27.49542, 0.68515], [-2.64740, 26.62531, -2.49418], [-0.47266, 29.58805, 0.56404], [-2.24591, 27.51059, 3.34106], [-1.81355, 27.80426, 0.53306], [-0.57016, 28.22698, -1.37206], [-0.63981, 28.29501, 0.05398], [2.88635, 26.16563, 0.68677], [-1.51895, 32.26233, -0.16144]],
  "atomic_forces_ev_per_a": [[2.9, -1.2, 1.5], [-1.6, -1.4, -2.7], [1.0, 2.4, 1.0], [-1.6, -0.7, 3.2], [-5.5, -2.1, 1.9], [0.0, 0.2, 1.5], [1.7, 0.9, -6.1], [3.3, -1.5, 0.1], [-0.3, 3.5, -0.5]],
  "mulliken_charge": [-0.279, 1.942, -0.303, 1.944, -0.498, -0.549, 1.816, 1.959, 1.968]
}


No. 5
{
  "formula": "ClO4S2",
  "method": "ωB97M-V with the def2-TZVPD basis set",
  "charge": -1,
  "homo_lumo_gap_ev": [5.146, 7.671],
  "e_above_lowest_kcal_mol": 50.7,
  "homo_energy_ha": [-0.113, -0.166],
  "symbols": ["O", "O", "O", "Cl", "S", "S", "O"],
  "xyz": [[2.14881, -0.55863, 1.09544], [1.31816, -0.94685, -1.31877], [-2.13173, 0.19994, 1.60747], [-2.18243, 0.67140, -1.29025], [1.43330, -0.09627, -0.14838], [-1.95341, -0.64405, 0.41161], [1.36730, 1.37446, -0.35711]],
  "atomic_forces_ev_per_a": [[-1.1, 0.7, -2.9], [0.8, 0.2, 0.5], [-0.3, -0.1, 0.3], [-0.1, -0.4, 0.2], [-0.8, 1.2, 2.1], [1.0, 0.7, -0.5], [0.5, -2.3, 0.2]],
  "mulliken_charge": [-0.493, -0.419, -0.443, -0.271, 0.828, 0.245, -0.448]
}


No. 6
{
  "formula": "CrCuI4N4O12",
  "method": "ωB97M-V with the def2-TZVPD basis set",
  "charge": -5,
  "spin_multiplicity": 5,
  "homo_lumo_gap_ev": [4.371, 4.409],
  "homo_energy_ha": [0.182, 0.181],
  "symbols": ["I", "O", "Cu", "O", "N", "I", "O", "O", "O", "N", "O", "O", "O", "I", "N", "O", "O", "N", "Cr", "O", "I", "O"],
  "xyz": [[0.35941, 1.21906, 4.74649], [1.35373, 1.30796, -2.84370], [0.18042, 0.96977, 2.06172], [1.04198, 3.83261, -0.73528], [-0.10632, 3.90790, -0.17168], [3.47834, 0.57859, -4.87489], [-0.34292, 2.13473, -3.95077], [-1.50207, -4.09489, 3.64442], [-0.21792, 3.89296, 1.06369], [0.57431, -2.70364, -1.54831], [-0.60532, 0.56302, -2.49627], [1.22431, -2.04198, -0.61144], [-2.73157, -2.27883, 3.52585], [3.04461, 0.30697, 0.94284], [-2.11185, -3.21221, 4.22953], [-2.40329, -3.25829, 5.42271], [0.36517, -1.99530, -2.59910], [0.04326, 1.40713, -3.09595], [1.03817, 0.10910, -1.16546], [0.16028, -3.94495, -1.49033], [-1.75385, -0.67773, 0.94640], [-1.08887, 3.97802, -1.00049]],
  "atomic_forces_ev_per_a": [[0.1, 0.2, 0.0], [-1.8, 0.9, 0.9], [-0.3, -0.6, 0.0], [-1.0, 0.2, 1.4], [1.0, -0.2, -3.1], [0.8, -0.2, -0.9], [-1.0, 0.9, -0.7], [1.2, -0.7, 0.1], [-0.5, 0.1, -0.4], [-0.4, 0.4, -1.3], [-1.8, -0.6, 1.3], [-1.5, -2.3, -1.1], [1.8, -2.0, 1.5], [-0.5, 0.2, -0.3], [-4.2, 2.5, -3.0], [0.7, -0.5, 2.0], [0.1, -1.9, 1.8], [4.2, -0.7, -0.5], [0.0, -0.7, -0.2], [1.8, 3.9, 0.5], [0.9, 1.0, -0.3], [0.3, 0.2, 2.1]],
  "mulliken_charge": [-0.697, -0.594, 0.312, -0.600, 0.874, -1.137, -0.672, -0.631, -0.644, 1.120, -0.619, -0.532, -0.538, -0.723, 0.876, -0.679, -0.630, 1.480, 0.985, -0.654, -0.651, -0.645]
}


No. 7
{
  "formula": "CrH12O6",
  "method": "ωB97M-V with the def2-TZVPD basis set",
  "charge": 2,
  "spin_multiplicity": 5,
  "homo_lumo_gap_ev": [8.620, 13.067],
  "e_above_lowest_kcal_mol": 13.7,
  "homo_energy_ha": [-0.587, -0.751],
  "symbols": ["O", "H", "H", "H", "O", "Cr", "H", "H", "O", "H", "H", "H", "O", "H", "O", "H", "H", "O", "H"],
  "xyz": [[0.19963, 1.51242, 1.55521], [2.36563, -1.14258, 1.67021], [1.83763, -1.82858, 0.54221], [-0.83437, -1.75458, -1.29879], [1.41363, 0.98542, -1.21879], [-0.03837, 0.14042, 0.06421], [-0.43037, 2.11542, 1.95521], [0.64263, -1.83758, -1.75079], [-1.53537, 0.95742, -1.20679], [2.29663, 0.79542, -0.80479], [0.91163, 1.41942, 2.21921], [-1.56737, 0.59442, -2.07779], [-1.65737, -0.62758, 1.11321], [-2.16137, 0.13542, 1.60121], [0.02663, -1.38358, -1.17379], [1.60763, 1.27542, -2.11879], [-2.30037, -1.32058, 0.75521], [1.65663, -1.01858, 1.04721], [-2.43337, 0.98242, -0.87279]],
  "atomic_forces_ev_per_a": [[0.5, 0.1, 0.7], [0.5, 0.6, 1.2], [-0.5, 0.1, -0.3], [-0.8, -0.9, -0.5], [1.7, -0.3, 0.8], [1.1, 0.8, 0.7], [-0.2, 0.4, 0.0], [0.3, -0.1, -0.3], [-0.3, 0.5, 0.5], [-0.9, 0.4, -0.7], [-0.3, 0.0, -0.4], [-0.3, -0.1, -1.3], [-2.3, 0.6, 0.7], [0.8, -2.6, -1.1], [0.0, -0.6, -0.3], [-0.2, 0.2, -0.1], [0.8, 1.5, 1.2], [0.5, -0.9, -0.7], [-0.5, 0.2, -0.2]],
  "mulliken_charge": [-0.453, 0.301, 0.303, 0.312, -0.386, 0.705, 0.323, 0.292, -0.475, 0.355, 0.326, 0.321, -0.467, 0.390, -0.403, 0.303, 0.353, -0.439, 0.336]
}


No. 8
{
  "formula": "CsH4O2",
  "method": "ωB97M-V with the def2-TZVPD basis set",
  "charge": 2,
  "spin_multiplicity": 2,
  "homo_lumo_gap_ev": [15.564, 4.250],
  "e_above_lowest_kcal_mol": 14.5,
  "homo_energy_ha": [-0.914, -0.789],
  "symbols": ["H", "H", "H", "H", "O", "Cs", "O"],
  "xyz": [[-1.33697, 1.75272, -0.89397], [1.09208, -0.33124, 0.69793], [1.77747, -1.32578, -0.21478], [-0.10643, 0.92942, -0.57803], [-0.96138, 0.87939, -1.00558], [-1.66690, -0.63428, 1.44621], [1.20214, -1.27023, 0.54820]],
  "atomic_forces_ev_per_a": [[-0.7, 1.3, -0.2], [0.6, 0.9, 0.5], [1.1, -0.6, -1.1], [1.0, 0.5, -0.3], [0.0, -1.1, -0.2], [-1.2, -0.6, 0.9], [-0.9, -0.4, 0.4]],
  "mulliken_charge": [0.447, 0.347, 0.428, 0.370, -0.376, 1.070, -0.286]
}


No. 9
{
  "formula": "CuF24P4",
  "method": "ωB97M-V with the def2-TZVPD basis set",
  "charge": -2,
  "spin_multiplicity": 2,
  "homo_lumo_gap_ev": [7.304, 0.970],
  "e_above_lowest_kcal_mol": 211.7,
  "homo_energy_ha": [-0.255, -0.255],
  "symbols": ["P", "F", "F", "F", "P", "F", "F", "F", "F", "F", "F", "P", "P", "Cu", "F", "F", "F", "F", "F", "F", "F", "F", "F", "F", "F", "F", "F", "F", "F"],
  "xyz": [[-3.18113, -3.92539, -0.76668], [1.51209, 0.87904, 6.46609], [3.01125, -2.15854, -2.73449], [-4.51383, -4.28299, -1.54549], [4.44345, -1.49004, -3.08433], [-0.81660, 0.44959, 4.26206], [4.79464, -2.73551, -4.09030], [-1.05959, 3.46265, -2.35390], [-0.55296, 5.60031, -2.33458], [5.30531, -2.15549, -1.92547], [-1.98666, 6.00676, -0.62701], [-1.69168, 4.74939, -1.56754], [0.30247, 0.60267, 5.37022], [0.19027, 0.25400, -0.01923], [0.38493, -1.03393, 5.54336], [1.47114, 0.69962, 4.15142], [-2.65576, 3.64667, -0.77658], [-4.00001, -3.10872, 0.28848], [-3.37747, -5.48436, -0.07543], [-2.95152, -2.53805, -1.60049], [-2.89893, 4.91251, -2.63991], [5.77074, -0.65515, -3.49578], [-0.86138, 0.65515, 6.53502], [0.05354, 2.17348, 5.29862], [-1.92924, -3.46746, 0.24928], [-2.07309, -4.69787, -1.76111], [4.01673, -0.26758, -2.01869], [3.87437, -0.56671, -4.31265], [-0.58104, 4.47599, -0.43489]],
  "atomic_forces_ev_per_a": [[2.5, -1.2, 0.8], [-0.8, -0.9, -0.6], [1.4, 0.5, -0.9], [0.0, 0.2, -1.3], [-2.9, -2.5, 3.8], [-0.5, -0.9, -1.1], [-0.2, 2.1, 0.8], [-0.5, -0.6, -0.9], [-0.9, 1.0, -1.1], [-0.1, 0.0, -0.4], [-2.4, 0.8, -0.9], [1.5, -2.4, 1.3], [0.2, 0.6, 1.1], [-0.4, 0.2, 0.2], [0.7, 1.3, -0.3], [-0.9, -0.7, 1.0], [-0.1, 1.2, 0.0], [-2.1, -0.1, 1.1], [0.5, 2.1, 0.4], [0.0, -0.6, -0.5], [1.1, 0.9, 0.5], [0.6, 0.8, -1.0], [0.6, -1.0, 0.2], [0.9, 1.4, -0.6], [0.6, -1.3, -0.9], [-1.3, 1.0, 0.3], [0.8, -1.1, -1.7], [0.4, 0.2, -0.5], [1.4, -1.3, 1.1]],
  "mulliken_charge": [1.151, -0.375, -0.244, -0.331, 1.137, -0.331, -0.297, -0.368, -0.352, -0.221, -0.335, 1.122, 1.158, 1.006, -0.348, -0.397, -0.362, -0.314, -0.400, -0.355, -0.335, -0.021, -0.377, -0.333, -0.387, -0.367, -0.323, -0.036, -0.367]
}


No. 10
{
  "formula": "CuF3Zn2",
  "method": "ωB97M-V with the def2-TZVPD basis set",
  "charge": 3,
  "spin_multiplicity": 2,
  "homo_lumo_gap_ev": [5.343, 4.371],
  "homo_energy_ha": [-0.881, -0.876],
  "symbols": ["Zn", "F", "Zn", "F", "F", "Cu"],
  "xyz": [[-0.08991, 0.94654, -1.02866], [-0.71079, 2.29086, 0.23870], [1.79399, -0.71992, 1.22166], [1.19014, -0.39580, -2.09537], [-0.06022, -0.41530, 0.49232], [-2.12321, -1.70639, 1.17135]],
  "atomic_forces_ev_per_a": [[-1.6, 3.3, 1.2], [1.3, -2.5, -2.1], [-1.2, 0.3, 0.1], [0.0, 0.1, -0.2], [2.3, -1.1, 0.8], [-0.7, -0.1, 0.2]],
  "mulliken_charge": [1.158, -0.419, 1.570, 0.072, -0.338, 0.957]
}


No. 11
{
  "formula": "CuH10O5",
  "method": "ωB97M-V with the def2-TZVPD basis set",
  "charge": 1,
  "homo_lumo_gap_ev": 8.181,
  "e_above_lowest_kcal_mol": 36.6,
  "homo_energy_ha": -0.438,
  "symbols": ["H", "O", "H", "O", "O", "H", "H", "Cu", "O", "H", "H", "H", "O", "H", "H", "H"],
  "xyz": [[-11.69800, -18.31000, 11.80600], [-11.64300, -18.29200, 12.77500], [-10.07500, -17.73600, 15.75100], [-8.54900, -17.37600, 12.31100], [-11.17200, -15.43700, 12.85100], [-8.41800, -16.46300, 12.44800], [-9.21700, -20.48000, 11.98400], [-9.80200, -18.43100, 13.28400], [-9.50100, -18.18700, 15.15000], [-8.35400, -20.51500, 13.29500], [-12.47400, -17.97100, 13.08200], [-10.48700, -14.87400, 13.12500], [-9.06700, -20.05600, 12.83800], [-8.55200, -17.41900, 11.34000], [-8.61300, -17.84800, 15.25600], [-10.65700, -15.86600, 12.15400]],
  "atomic_forces_ev_per_a": [[-0.4, 0.0, 0.5], [-0.5, -0.6, -1.8], [-0.5, 0.5, 0.7], [1.1, 0.1, -2.2], [-0.3, -1.3, -1.0], [0.5, 1.8, 0.7], [0.2, -0.3, 0.3], [-1.5, 0.9, 0.7], [0.7, -0.3, 0.9], [0.0, -0.2, -0.1], [-0.9, 0.6, 0.5], [1.0, 2.0, 1.3], [1.0, -2.5, -0.9], [0.2, -0.4, 0.2], [0.2, 0.2, 0.5], [-0.8, -0.5, -0.2]],
  "mulliken_charge": [0.325, -0.344, 0.311, -0.361, -0.572, 0.273, 0.308, 0.224, -0.517, 0.281, 0.259, 0.287, -0.415, 0.330, 0.346, 0.265]
}


No. 12
{
  "formula": "CuH12O14S2",
  "method": "ωB97M-V with the def2-TZVPD basis set",
  "charge": -3,
  "homo_lumo_gap_ev": 4.148,
  "e_above_lowest_kcal_mol": 41.5,
  "homo_energy_ha": 0.111,
  "symbols": ["O", "O", "H", "O", "O", "H", "O", "S", "H", "O", "H", "H", "H", "O", "H", "H", "Cu", "S", "O", "H", "O", "H", "O", "O", "O", "H", "O", "O", "H"],
  "xyz": [[0.41792, -3.70426, -0.97195], [-0.81470, -0.89938, 2.81731], [2.16275, -1.45842, -2.89830], [-2.43738, 0.87139, 2.81691], [-2.85365, -1.16626, 1.66222], [-0.65666, 3.49848, 0.57161], [2.49543, -1.16717, -2.02845], [-1.84822, -0.22137, 2.08975], [2.26647, 1.57124, 0.56223], [1.58254, 0.90599, 0.78667], [0.72341, 2.80064, 0.16945], [1.51794, 0.68946, 1.71080], [1.73360, -1.24201, -1.45129], [0.28487, 3.57376, 0.49892], [-0.90190, 1.32665, -1.79016], [2.70036, -2.92489, 0.32916], [0.08014, 0.22503, -0.16747], [-0.47444, -2.56316, -1.06654], [-1.28979, 0.36043, 0.89375], [0.26376, 0.54019, -2.35549], [-0.86967, -2.39258, -2.48434], [1.67015, -1.91597, 0.21542], [-2.37174, 2.99349, 0.94051], [2.45738, -2.13073, 0.78266], [0.29482, -1.41360, -0.59217], [-2.03158, 2.08390, 0.85469], [-1.59816, -2.84387, -0.19231], [0.07084, 1.23292, -1.74457], [-2.57449, 3.37009, 0.04098]],
  "atomic_forces_ev_per_a": [[2.3, -1.5, -0.4], [2.4, -0.6, 1.7], [0.0, 0.0, 0.8], [-1.0, 2.3, 2.0], [-1.6, -0.7, 0.1], [-1.1, -1.0, 0.3], [1.3, 0.4, -2.0], [-2.6, -2.7, 1.2], [-0.3, -0.8, 0.8], [2.3, 1.5, -0.3], [-0.7, -1.0, -0.1], [0.1, 0.1, 0.8], [-1.1, -0.3, 0.6], [1.9, 2.2, 0.0], [0.6, -0.1, 0.0], [0.3, -0.9, -0.3], [0.5, 2.2, 0.7], [-3.0, -4.5, -0.2], [-1.5, 3.5, -1.4], [0.3, -1.1, -0.9], [0.0, 1.3, -0.6], [0.0, 0.1, 1.0], [-0.5, 2.1, -1.5], [-0.1, 0.6, 0.0], [2.5, -2.4, -1.1], [0.0, -1.1, 0.2], [-0.5, 0.8, -0.5], [-1.0, 2.8, -2.3], [0.3, -1.1, 1.3]],
  "mulliken_charge": [-0.846, -0.837, 0.334, -0.831, -0.749, 0.368, -0.744, 1.213, 0.201, -0.336, 0.311, 0.233, 0.344, -0.715, 0.330, 0.324, -0.238, 1.289, -0.400, 0.342, -0.874, 0.238, -0.773, -0.760, 0.080, 0.490, -0.698, -0.606, 0.309]
}


no.,energy (eV)
1,-18101.039
2,-28334.615
3,-20706.063
4,-41546.395
5,-42382.877
6,-135974.204
7,-40886.531
8,-4685.625
9,-147032.887
10,-149585.370
11,-55032.522
12,-95165.142